Here is a cluster of 6 separate species, C51H110N6O7 in total in a non-equilibrium geometry from OMol25. Energies are from ωB97M-V/def2-TZVPD.

XYZ file:
```
174
Properties=species:S:1:pos:R:3:forces:R:3
C -0.598184 -9.177357 -4.784942 1.28 0.68 -0.96
C -0.979444 -7.849307 -4.051082 0.85 -0.11 1.40
C 0.263486 -7.346447 -3.239922 1.41 0.93 -0.53
C 0.335166 -5.851557 -2.670582 -1.28 -2.20 -1.43
C -0.041944 -4.944237 -3.845812 0.38 -0.36 1.60
C -1.301594 -5.340607 -4.571022 -1.19 -0.82 0.00
N -1.339274 -6.790227 -4.975862 2.51 0.17 1.16
O -2.418894 -7.216177 -5.726992 -0.64 0.72 -0.66
C -2.594984 -4.875077 -3.832292 -0.18 -1.06 -0.53
C -1.203984 -4.573987 -5.835562 -1.78 0.86 -2.06
C -2.071084 -8.238847 -3.096132 -1.00 0.00 0.90
H -1.287484 -9.459387 -5.580832 -0.31 0.07 0.36
H -0.335464 -10.063937 -4.207832 -0.79 0.23 0.78
H 0.362026 -9.056507 -5.286432 0.13 0.52 -0.39
H 0.639816 -8.083197 -2.530222 -0.61 -0.10 0.34
H 1.086436 -7.326587 -3.954372 0.11 -0.10 -0.44
H 1.336786 -5.647927 -2.291912 -0.09 -0.06 0.13
H -0.424284 -5.767037 -1.893272 0.15 0.32 0.29
H 0.726566 -4.828637 -4.610092 0.42 -0.19 0.36
H -0.232444 -3.979987 -3.374612 -0.03 0.46 -0.51
H -2.719274 -5.318617 -2.844402 0.48 0.58 0.36
H -2.732084 -3.795407 -3.892342 0.22 -0.03 0.46
H -3.459854 -5.306937 -4.335882 0.01 0.03 -0.46
H -0.515854 -4.893207 -6.618292 0.67 -0.19 0.63
H -2.155504 -4.687857 -6.354932 -0.35 0.21 -0.10
H -1.107344 -3.503487 -5.654452 0.24 0.03 0.03
H -1.611544 -8.784317 -2.271882 -0.22 -0.40 -0.08
H -2.841564 -8.832507 -3.588102 0.10 -0.18 0.07
H -2.609174 -7.419877 -2.618792 0.17 0.32 -0.11
H -1.969924 -7.242247 -6.575132 -0.67 -0.28 -0.53
C 1.554156 8.224223 -1.398232 0.50 -0.52 0.33
C 2.329226 7.461773 -0.348782 0.83 0.42 1.28
C 3.508046 8.433593 0.005508 0.68 0.28 1.43
C 4.270836 8.106713 1.317558 -2.98 0.01 0.22
C 3.136206 8.060523 2.418408 0.60 -1.21 -0.41
C 1.973946 6.980163 2.188548 0.39 2.89 1.02
N 1.394156 7.287703 0.853678 4.22 2.32 0.52
O 0.307116 6.573493 0.566038 -2.09 -1.98 -0.76
C 2.484296 5.562053 2.415848 -0.76 -0.42 1.05
C 0.903526 7.421033 3.273468 -0.61 -1.00 -0.53
C 2.969176 6.162303 -0.903232 -0.56 -0.29 1.41
H 2.334816 8.480543 -2.114442 -0.62 -0.23 -0.83
H 1.228296 9.178303 -0.983912 -0.41 -0.21 0.04
H 0.747916 7.558073 -1.705352 -0.07 0.55 -0.72
H 4.289556 8.535143 -0.747512 -0.40 -0.52 -0.71
H 3.146926 9.456483 0.112248 -0.43 0.01 0.06
H 4.936436 8.917433 1.613878 0.38 -0.32 -0.31
H 4.738126 7.134173 1.162958 0.41 0.11 0.50
H 2.690096 9.044683 2.561618 -0.10 0.07 -0.52
H 3.599236 7.873303 3.387248 -0.04 -0.41 0.18
H 3.566786 5.475173 2.509448 0.16 -0.09 -1.29
H 2.255146 5.162123 3.403588 -0.61 0.51 0.50
H 1.894146 4.879443 1.804408 0.77 -0.25 -0.63
H 0.508876 8.435323 3.213778 0.66 0.29 -0.45
H -0.010864 6.838143 3.162928 0.01 -0.46 -0.07
H 1.200696 7.262703 4.310158 0.49 -0.10 -0.14
H 2.223296 5.407193 -1.151382 -0.21 0.34 -1.07
H 3.433076 5.591403 -0.098892 0.53 0.44 0.37
H 3.756376 6.400703 -1.618482 -0.46 -0.28 -0.41
H -0.413024 7.205473 0.626068 -0.32 -0.07 -0.04
C -4.455934 -0.811977 1.177708 -0.67 0.14 1.21
C -3.854734 -2.110547 0.764138 1.58 0.16 0.58
C -2.397914 -1.627937 0.436048 1.72 -0.50 -0.41
C -1.223704 -2.575477 0.640308 -1.46 -2.65 -0.63
C -1.344594 -3.460287 1.896258 -1.28 2.61 -0.27
C -2.832784 -4.070677 1.991518 1.88 -1.59 -0.26
N -3.923034 -3.062667 1.922058 3.69 1.62 0.40
O -5.157354 -3.612517 2.052718 -1.39 -1.26 -0.32
C -2.899244 -5.173837 0.912508 0.62 0.17 -0.38
C -2.745294 -4.810017 3.341158 -1.13 0.80 -0.11
C -4.610484 -2.615377 -0.427352 -1.01 -0.47 -1.85
H -3.884624 -0.356957 1.986818 0.09 -0.07 -0.03
H -5.414444 -1.094207 1.613268 -0.66 0.90 -0.50
H -4.419174 -0.142847 0.318048 -0.73 0.15 0.19
H -2.341154 -1.407697 -0.629962 -0.47 0.18 -0.19
H -1.968014 -0.732437 0.884798 -1.42 0.59 0.69
H -0.251804 -2.117607 0.456238 -0.01 0.10 0.14
H -1.445784 -3.306437 -0.137172 0.94 -0.29 -0.62
H -1.185264 -2.784207 2.736278 -0.20 -0.05 0.52
H -0.519034 -4.170337 1.945028 -0.55 -0.53 -0.10
H -3.473784 -6.057207 1.191198 -0.33 0.28 -0.05
H -3.170954 -4.805957 -0.076902 -0.32 -0.13 0.12
H -1.866794 -5.504047 0.798038 0.04 -0.39 -0.07
H -3.620064 -5.451717 3.446558 -0.12 0.21 0.43
H -1.871804 -5.450197 3.464728 0.11 0.19 -0.41
H -2.699204 -3.998077 4.066928 -0.22 -0.38 0.56
H -4.092424 -3.280377 -1.118352 0.37 0.00 0.17
H -5.022634 -1.824957 -1.054622 0.60 0.57 -0.07
H -5.559354 -3.115597 -0.233632 0.27 -0.33 0.84
H -5.637534 -3.087647 2.697348 0.17 0.05 0.30
C -2.952534 2.815803 6.124058 -1.14 3.28 1.59
C -2.946044 2.032973 4.907788 -0.69 -3.66 -0.68
C -4.435394 1.575593 4.441858 1.47 2.62 0.86
C -5.132154 2.754923 3.838928 -1.20 -0.34 -3.60
C -4.487304 3.300863 2.518768 2.22 0.83 2.72
C -2.949544 3.726753 2.881858 -0.28 -0.35 -1.28
N -2.302734 2.750993 3.839018 0.13 -0.07 -2.48
O -0.894524 3.054533 4.042558 -1.50 0.07 0.45
C -2.114014 3.630413 1.502898 -1.09 -1.02 1.12
C -2.965404 5.188723 3.331328 0.50 0.77 -0.56
C -2.227134 0.684003 5.278918 1.01 0.12 -0.32
H -1.957844 2.982813 6.537348 -0.09 -0.11 0.02
H -3.692774 2.673283 6.911348 0.24 -1.20 0.18
H -3.329924 3.783703 5.794148 0.34 0.66 0.08
H -4.411514 0.758093 3.721288 0.06 -0.09 0.41
H -5.085404 1.469643 5.310398 0.63 -1.29 0.38
H -5.535704 3.543823 4.473658 0.77 0.05 0.34
H -6.036664 2.350133 3.384938 -0.66 -0.20 0.41
H -5.073094 4.196693 2.312738 0.40 0.13 -0.53
H -4.476674 2.640783 1.651428 -0.22 -0.34 0.34
H -2.111674 2.572093 1.242038 0.83 -0.54 0.63
H -2.649594 3.891143 0.590058 -0.21 1.42 0.31
H -1.116094 4.059183 1.594598 -0.12 -0.03 -0.27
H -2.002354 5.608943 3.621248 0.30 -0.56 0.30
H -3.161514 5.759473 2.423648 -0.43 0.14 -0.09
H -3.678844 5.526373 4.083058 -0.21 -0.54 0.07
H -1.513164 0.811383 6.092628 -0.51 0.25 0.63
H -1.492934 0.282633 4.580388 -0.54 0.02 -1.01
H -2.938734 -0.105877 5.519338 0.04 0.11 0.10
H -0.454114 2.467513 3.423658 0.03 -0.14 -0.19
C 3.646896 -1.777817 1.775328 1.64 -0.48 0.72
C 4.232706 -2.000057 0.345278 -0.79 -1.32 1.63
C 3.022546 -2.331497 -0.507422 -0.25 0.23 -0.67
C 3.123836 -1.914237 -1.994722 -1.47 -2.05 1.52
C 3.824256 -0.645657 -2.333592 0.79 -1.49 -0.31
C 5.143016 -0.453147 -1.502982 0.68 2.76 -2.95
N 4.946676 -0.813777 -0.114342 0.02 -0.36 -1.22
O 5.812206 -0.255137 0.712998 0.64 0.32 -0.37
C 6.477376 -1.085097 -2.201402 -0.89 -1.05 1.31
C 5.360586 1.148763 -1.671542 -0.51 -1.14 1.71
C 5.300596 -3.222237 0.430648 -0.26 0.96 0.02
H 2.793416 -1.134077 1.988058 0.02 0.08 -0.92
H 4.455366 -1.455317 2.431428 0.07 0.05 0.31
H 3.417876 -2.769777 2.164748 -0.23 0.00 -0.14
H 2.822026 -3.400627 -0.437792 0.41 -0.17 -0.16
H 2.123496 -1.955747 -0.018932 0.10 0.69 -0.14
H 2.073546 -1.903137 -2.286042 0.05 0.13 -0.60
H 3.544376 -2.804127 -2.463062 0.29 0.30 -0.51
H 3.134846 0.197733 -2.372342 0.35 0.26 0.58
H 4.078766 -0.868417 -3.369802 0.55 0.75 -0.13
H 6.427706 -2.173887 -2.214422 -0.40 -0.13 -0.15
H 6.645506 -0.776997 -3.233352 -0.46 0.47 0.26
H 7.381526 -0.923037 -1.614592 -0.16 0.63 0.11
H 5.317826 1.407503 -2.729522 0.48 -0.19 0.17
H 4.516256 1.651733 -1.200132 -0.27 -0.02 -0.05
H 6.216426 1.495483 -1.092382 0.36 -0.04 -0.68
H 4.892706 -4.099677 0.932468 -0.56 0.29 -0.05
H 6.153406 -2.926197 1.041528 0.08 0.20 -0.17
H 5.645086 -3.559207 -0.547032 -0.08 0.30 -0.06
H 5.318656 0.098863 1.456428 -0.30 -0.03 0.82
C -1.695424 -0.941427 -3.824762 -0.29 2.04 1.52
O -0.437604 -0.512977 -4.284432 0.57 -2.40 -0.36
C -0.080384 0.800653 -4.362032 -0.71 2.47 -0.98
C -0.171964 1.701953 -3.089862 1.31 -2.13 -0.83
N 0.659196 1.019033 -2.046672 0.00 1.89 -1.38
C 0.353126 1.447013 -0.719162 0.48 -0.89 0.51
C 1.542266 1.136473 0.264018 -2.90 -1.89 0.69
O 1.618306 1.967563 1.353708 2.49 4.12 1.15
C 2.800946 1.844283 2.144608 -0.50 -0.22 0.23
H -2.393784 -0.110957 -3.721262 -0.18 0.47 -0.50
H -1.504174 -1.119947 -2.766632 -0.55 -1.28 0.11
H -2.245114 -1.678357 -4.410322 0.87 -0.34 0.01
H -0.680834 1.272423 -5.139842 -0.51 0.42 -0.07
H 0.892466 0.818423 -4.853302 0.44 -0.06 0.66
H -1.214414 1.945423 -2.884642 -0.33 -0.78 0.75
H 0.201736 2.695423 -3.337802 0.65 -0.07 -0.01
H 0.850296 0.035933 -2.177452 -0.72 0.04 -0.16
H -0.474464 0.821213 -0.385142 -0.42 0.29 0.59
H -0.024654 2.467653 -0.779822 0.56 0.19 0.47
H 2.453266 0.771673 -0.210432 0.32 0.61 -0.14
H 1.105466 0.387943 0.925088 0.18 -2.43 -1.38
H 2.735386 0.956973 2.774268 -0.24 -0.10 0.38
H 2.964406 2.724963 2.765718 -0.55 0.00 -0.02
H 3.755046 1.721933 1.631948 -0.02 0.13 -1.02
```
Forces are in eV/Å.

Summary:
- multiplicity = 2
- frontier orbital gap (spin up / spin down) (eV) = 7.1076 / 3.2718
- net charge = +1

Atomic partial charges in e from the Mulliken method, atoms 1 to 8: C -1.897; C 1.557; C -1.696; C -0.047; C -1.104; C 2.426; N 0.292; O -0.487